Computed, not measured: a structure of composition C34H29N8PdS2, with wB97M-V/def2-TZVPD.

The value obtained for the highest occupied orbital energy is -15.8 eV. For the energy relative to the best compared isomer or geometry (same formula, charge and spin), the calculation gives 10.4 kcal/mol. The total charge is +3. Its LUMO energy is -11.02 eV. Its frontier orbital gap is 4.809 eV.

Element x y z (Å)
Pd (1.0868, 1.0560, -0.1946)
C (0.0839, -5.3325, -1.7134)
C (0.7705, -5.3517, -0.4890)
C (0.7169, -4.2617, 0.3343)
C (-0.0346, -3.1052, -0.0671)
C (-0.6333, -3.0807, -1.3674)
C (-0.6109, -4.2002, -2.1552)
N (-0.2267, -2.0268, 0.6731)
C (-0.0825, -1.9698, 2.0164)
C (-0.1840, -3.0824, 2.8833)
C (-0.0823, -2.9129, 4.2485)
C (0.1072, -1.6389, 4.7743)
C (0.1529, -0.5108, 3.9488)
C (0.0228, -0.6608, 2.5893)
N (0.0527, 0.4870, 1.7208)
N (-0.4531, 1.4854, 2.2661)
C (-0.5454, 2.6575, 1.5030)
C (-1.2133, 3.7197, 2.0739)
C (-1.4355, 4.8553, 1.2988)
C (-0.9967, 4.8552, -0.0100)
C (-0.3028, 3.7534, -0.5010)
N (-0.0679, 2.6729, 0.2381)
H (0.1188, -6.2116, -2.3456)
H (1.3453, -6.2257, -0.2163)
H (1.2997, -4.2266, 1.2458)
H (-1.1695, -2.1859, -1.6562)
H (-1.1179, -4.2158, -3.1099)
H (-0.4486, -4.0475, 2.4726)
H (-0.1824, -3.7618, 4.9108)
H (0.1889, -1.5101, 5.8459)
H (0.2817, 0.4723, 4.3775)
H (-1.5643, 3.6371, 3.0923)
H (-1.9546, 5.7087, 1.7130)
H (-1.1712, 5.7009, -0.6598)
H (0.0783, 3.7407, -1.5118)
S (4.5948, -4.4184, -0.9059)
C (3.7018, -2.9506, -0.6556)
C (3.0025, -2.4247, -1.7559)
C (2.3021, -1.2539, -1.6253)
N (2.2239, -0.5782, -0.4660)
C (2.8958, -1.0692, 0.5899)
C (3.6298, -2.2311, 0.5432)
C (5.4757, -4.5907, 0.6341)
C (6.7301, -4.0191, 0.7726)
C (7.3847, -4.1889, 1.9888)
N (6.8701, -4.8677, 3.0080)
C (5.6779, -5.4316, 2.8482)
C (4.9356, -5.3256, 1.6794)
H (3.0334, -2.9214, -2.7171)
H (1.7764, -0.8289, -2.4706)
H (2.8475, -0.4939, 1.5062)
H (4.1591, -2.5631, 1.4258)
H (7.1929, -3.4649, -0.0324)
H (8.3681, -3.7611, 2.1435)
H (5.2993, -6.0016, 3.6894)
H (3.9820, -5.8280, 1.5815)
N (1.6916, 2.6663, -3.3397)
C (2.6163, 3.0872, -2.4755)
S (2.8317, 2.3850, -0.9031)
N (3.4184, 4.0826, -2.8010)
C (3.4948, 4.7003, -4.1019)
C (4.7017, 4.6656, -4.7844)
C (4.7895, 5.2889, -6.0199)
C (3.6803, 5.9255, -6.5617)
C (2.4811, 5.9590, -5.8637)
C (2.3853, 5.3545, -4.6181)
H (1.2296, 1.7913, -3.1649)
H (1.6885, 3.0340, -4.2846)
H (4.1209, 4.3444, -2.1219)
H (5.5597, 4.1609, -4.3586)
H (5.7261, 5.2760, -6.5598)
H (3.7542, 6.4084, -7.5263)
H (1.6266, 6.4762, -6.2777)
H (1.4698, 5.4262, -4.0411)